# 1
The following is a DFT calculation (wB97M-V/def2-TZVPD) of a structure of composition C2H5NO2S2.

```
! wB97M-V def2-TZVPD RIJCOSX def2/J DEFGRID3
* xyz 0 1
C -1.38910 0.14192 -0.11908
C -0.16490 0.88575 -0.62511
N 0.50134 -1.79948 0.81315
O 2.02443 0.75681 1.21374
O 2.18080 -0.00067 -1.03746
S -0.78428 -1.64705 -0.23904
S 1.38418 0.20439 0.09919
H -1.70775 0.17777 0.89980
H -2.23597 0.33578 -0.69758
H 0.13023 0.61029 -1.60718
H -0.21843 1.98965 -0.46621
H 0.27944 -1.65515 1.76578
*
```

Properties
E_tot, eV: -29407.2832
HOMO level (spin up / spin down), eV: -8.8 / -8.8
Orbital gap (spin up / spin down), eV: 8.138 / 8.139

# 2
The following is a DFT calculation (wB97M-V/def2-TZVPD) of a cluster of 2 separate species, C2H5NO3 in total.

```
! wB97M-V def2-TZVPD RIJCOSX def2/J DEFGRID3
* xyz 0 1
O -2.79576 0.07906 0.00938
C -2.23136 -0.29746 -0.96480
N -0.87363 -0.57543 -1.03566
C 0.13343 -0.63714 -0.05052
O 0.03881 -0.93159 1.09508
H -2.70238 -0.46320 -1.94395
H -0.58464 -0.97976 -1.91647
H 1.08015 -0.45656 -0.58847
O 2.74144 1.18667 2.11306
H 1.89925 1.26519 1.65179
H 3.29470 1.81022 1.63054
*
```

Properties
E_tot, eV: -9787.2053
HOMO level, eV: -10.5
Orbital gap, eV: 10.807

Question: Look up the E_tot of the first one.
Answer: -29407.2832 eV

Question: Which value of E_tot does entry 2 give?
Answer: -9787.2053 eV

Question: What is the formula in the second record?
Answer: C2H5NO3

Question: E_tot of number 1 (C2H5NO2S2)?
Answer: -29407.2832 eV